Record 1
54
Properties=species:S:1:pos:R:3:lowdin_charge:R:1 method="wB97M-V/def2-TZVPD" homo_energy_ev=-5.73 total_charge=-1 e_above_lowest_kj_mol=57.2 gap_ev=8.1
S -0.56507 0.91625 -3.52407 0.63
S 0.03361 -1.90060 0.49945 0.77
O 1.05461 -1.01065 -0.14844 -0.32
O -3.02202 -0.03511 5.77822 0.07
O -0.33107 2.90240 1.17992 -0.09
O -1.22118 1.00071 1.55132 -0.08
O 0.56222 -0.00525 -3.64450 -0.31
O -0.86173 0.24850 4.88422 0.07
O -1.35444 -2.00980 0.06074 -0.31
O 4.44626 1.84862 -0.33252 0.08
O 3.37264 3.33448 -1.56995 0.06
O -2.12219 2.02842 5.42518 0.09
O 5.13892 2.22465 -2.42201 0.12
O -1.05604 1.62365 -4.68189 -0.29
O 0.49989 -3.53924 0.07754 -0.30
O -1.72734 -0.06238 -3.05510 -0.24
O -2.39009 2.80220 1.21613 -0.06
N -1.32038 2.16883 1.10089 -0.60
C 0.75898 -5.28384 -1.49439 -0.08
C 4.39190 2.41042 -1.48454 -0.61
C -0.10519 1.33139 4.63604 -0.21
C -2.11757 -1.09132 -3.93829 -0.27
C -0.21397 1.88093 -2.07460 -0.08
C -3.41640 -1.88221 -3.58290 -0.05
C 2.63708 3.32270 -0.32990 -0.12
C 3.13301 2.04888 0.38656 -0.03
C 0.12441 -1.88641 2.28017 -0.04
C -2.06793 0.67856 5.34289 -0.45
C -1.01113 2.48738 4.80764 -0.18
C 0.43098 -3.81695 -1.29085 -0.36
H -0.62300 3.15008 5.57748 0.13
H -1.07516 2.36764 -1.80997 0.05
H -0.67000 -2.36980 2.67475 0.06
H -3.66332 -2.52548 -4.43742 0.08
H 3.49660 2.17255 1.38500 0.11
H 2.32416 1.22351 0.25273 0.14
H 0.50487 2.60647 -2.36468 0.07
H -3.96925 -1.20323 -3.25445 -0.03
H 0.13424 -0.97457 2.44664 -0.05
H 0.18487 -5.55609 -2.40322 0.09
H -1.04248 2.95030 3.75839 0.15
H -1.32360 -2.01905 -3.96712 0.16
H -0.69929 -3.51234 -1.59788 0.13
H -3.49168 -2.65930 -2.72200 0.11
H -2.15936 -0.85895 -4.94917 0.08
H 0.14606 1.09922 -1.41242 0.06
H 2.83420 4.16785 0.48891 0.18
H 0.46204 1.29583 3.54881 0.18
H 1.04025 -3.01442 -1.95233 0.16
H 0.66795 1.28144 5.33463 0.10
H 1.10431 -2.30340 2.34188 0.08
H 1.84378 -5.42643 -1.60067 0.07
H 1.70199 3.21931 -0.38336 0.00
H 0.59105 -5.84634 -0.60748 0.06



Record 2
19
Properties=species:S:1:pos:R:3:lowdin_charge:R:1 method="wB97M-V/def2-TZVPD" homo_energy_ev="-8.46 / -8.54" total_charge=0 e_above_lowest_kj_mol=430.8 gap_ev="8.3 / 8.7"
Si -0.43359 0.20413 -0.25267 0.51
O 3.96809 0.22777 -0.00770 0.05
C 0.28961 -1.32245 -1.18427 -0.17
C -0.59517 -0.49329 1.56008 -0.21
C 2.79791 0.35630 0.23628 -0.05
C 0.71316 1.66043 -0.23913 -0.10
C -2.33062 0.50910 -0.47321 -0.21
H 1.35444 -1.32638 -0.97554 -0.01
H 0.86579 2.20731 0.59664 -0.05
H 0.04216 -1.37977 1.58645 0.01
H -2.75501 1.09300 0.30896 0.01
H -0.00687 -2.32663 -0.64019 0.08
H 2.16683 -0.22211 0.87428 0.04
H -0.38367 0.24454 2.35392 0.03
H 0.30859 -1.39986 -2.19489 -0.03
H -1.65572 -0.82939 1.70337 0.03
H -2.84158 -0.38188 -0.57663 -0.02
H -2.57899 1.04546 -1.51605 0.07
H 1.07463 2.13373 -1.15967 0.01



Record 3
16
Properties=species:S:1:pos:R:3:lowdin_charge:R:1 method="wB97M-V/def2-TZVPD" homo_energy_ev=-8.68 total_charge=0 e_above_lowest_kj_mol=750.3 gap_ev=9.4
O -1.33535 -0.59397 -0.84130 -0.04
O -0.15026 -1.49972 0.99565 -0.17
C 1.22921 -1.46267 -0.91182 0.07
C -1.58687 0.46581 -0.00379 -0.15
C 0.72119 -0.51806 0.28460 -0.25
C -0.13538 0.82907 0.53765 -0.22
C 0.03920 -0.48207 -1.07781 -0.28
C 0.30078 2.06332 0.80201 0.02
H 0.64946 -2.13293 1.65443 0.25
H 0.90722 -2.51826 -0.63567 0.13
H -0.53941 2.79184 0.70066 0.06
H 0.43252 0.31792 -1.56104 0.12
H -2.19563 0.14394 0.88310 0.15
H -1.93838 1.35240 -0.41173 0.10
H 2.20017 -1.34277 -1.34264 0.08
H 1.40154 2.58617 0.92769 0.12



Record 4
91
Properties=species:S:1:pos:R:3:lowdin_charge:R:1 method="wB97M-V/def2-TZVPD" homo_energy_ev=-4.18 total_charge=-1 e_above_lowest_kj_mol=39.7 gap_ev=5.9
In 0.38589 1.64806 1.62259 0.75
Cl 1.50701 -6.16629 -2.05630 0.56
Cl 5.39345 -2.31903 -2.86348 0.66
Cl 0.27261 -0.87465 8.55893 0.65
S -0.82865 3.78125 2.45525 0.67
S 3.75005 -4.30052 -0.71746 0.37
O -5.39684 -0.18801 0.97849 0.10
O -1.41552 0.73959 -1.35465 0.08
O -1.62709 0.29703 3.13752 0.07
N 0.22664 -1.68092 1.56566 0.20
N 0.46460 -4.05235 2.21171 -0.18
N -3.35320 -0.34983 1.86569 0.22
N -0.29856 4.41638 -0.15689 0.02
N -1.47132 0.74417 0.94036 0.09
N 0.37202 3.24005 -0.15526 -0.02
N 1.65168 0.84710 -0.19004 0.06
N -1.57262 5.83956 1.07997 0.05
C -4.09981 1.67776 -0.99818 -0.15
C -0.85663 4.65028 1.01051 -0.90
C 0.52936 3.55537 -2.54438 -0.17
C -0.21361 4.90309 -4.87195 -0.11
C 1.59435 1.53635 -1.29756 -0.26
C 1.82167 1.21474 3.20136 -0.20
C -1.09151 4.01886 -4.29415 -0.06
C 0.86901 2.80004 -1.26837 -0.16
C 2.29871 -5.14172 -4.43490 -0.14
C 3.05250 -0.76787 -1.30337 -0.04
C -2.02780 0.59190 -0.31426 -0.42
C 1.03958 5.12466 -4.34887 -0.09
C 1.29613 -0.66076 4.70679 -0.03
C -3.30665 -2.10969 -0.95592 -0.06
C -4.19965 -0.03352 0.87211 -0.46
C 3.13167 -4.43524 -5.30922 -0.10
C 1.16557 0.70475 4.43742 -0.37
C 2.17805 1.12635 -2.46281 0.00
C 2.50259 -5.11629 -3.08166 -0.68
C -2.08338 0.23676 2.04086 -0.59
C -0.60531 -5.06938 2.03515 -0.02
C -3.53153 0.38807 -0.41002 -0.33
C 0.56034 -0.36705 6.94807 -0.71
C 4.26521 -3.55584 -3.34728 -0.67
C 1.84134 -4.49142 2.65760 -0.03
C 0.31501 -2.82841 1.78111 -0.28
C 4.06032 -3.63156 -4.70524 -0.18
C 2.44811 -0.24865 -0.14699 -0.06
C -0.69612 3.30249 -3.14517 -0.01
C -3.83844 3.00463 -0.19472 -0.06
C 0.34258 0.99098 6.64837 -0.11
C -3.82649 -0.74346 -1.39640 -0.17
C 0.96362 -1.22487 5.95107 -0.09
C 2.87760 -0.02809 -2.47745 -0.04
C 0.71782 1.51223 5.42942 -0.08
C 3.47463 -4.34017 -2.45736 -0.78
C 1.41122 4.47215 -3.17218 -0.02
H 1.55587 -1.29524 3.86946 0.09
H -3.57033 1.74567 -1.94220 0.10
H 3.31551 -0.54562 -3.32814 0.09
H 2.17447 -5.31672 2.03386 0.06
H -4.92040 -0.79095 -1.49180 0.12
H -1.86485 6.27559 0.23264 0.08
H 1.48068 -5.73488 -4.80429 0.09
H 2.27651 2.23555 3.47062 0.08
H -3.77318 -0.84794 2.66247 0.18
H 1.06523 -2.24476 6.20927 0.09
H 3.12568 -4.53365 -6.37704 0.09
H 2.06742 1.75257 -3.35466 0.13
H -3.62759 -2.97265 -1.56249 0.09
H 1.79840 -4.88567 3.70645 0.09
H -2.23993 -2.12556 -0.90902 0.07
H 2.42701 -0.78604 0.79426 0.09
H -1.38338 2.57545 -2.68215 0.10
H -1.55752 -4.54655 1.97108 0.09
H -4.05468 2.96976 0.88460 0.08
H -2.09066 6.00458 1.94612 0.08
H 2.57738 -3.71257 2.55174 0.07
H -2.75021 3.25298 -0.29441 0.06
H -5.19990 1.61014 -1.12912 0.13
H -0.53289 -5.72268 2.91357 0.08
H -3.67073 -2.27909 0.02412 0.05
H -2.05187 3.78088 -4.61767 0.08
H 2.37189 4.67558 -2.82466 0.09
H 4.77115 -3.14890 -5.32003 0.08
H -4.47590 3.78858 -0.60262 0.07
H 0.59738 2.60011 5.16058 0.13
H 3.53967 -1.68058 -1.19315 -0.02
H -0.45434 5.39017 -5.79766 0.09
H 0.03601 1.71195 7.45113 0.12
H 2.62294 0.63856 2.71881 0.04
H -0.39653 -5.73621 1.17413 0.09
H -3.41920 -0.45920 -2.38912 0.13
H 1.79069 5.71829 -4.85821 0.10



Record 5
108
Properties=species:S:1:pos:R:3:lowdin_charge:R:1 method="wB97M-V/def2-TZVPD" homo_energy_ev="-11.17 / -11.14" total_charge=+1 e_above_lowest_kj_mol=89.5 spin_multiplicity=2 gap_ev="8.2 / 1.7"
O 0.09693 4.70651 -4.94829 -0.06
O 0.56550 5.81450 2.34973 -0.06
O -0.56330 3.77348 4.03603 -0.03
O -0.26691 -0.71077 -0.56798 -0.13
O -0.21528 -4.60150 -4.52947 -0.05
O -0.23207 -2.05920 -6.11104 -0.04
O 0.93672 -2.73896 1.68572 -0.10
O -4.16258 0.55910 3.01766 0.23
O -2.69990 -0.39980 -1.86432 -0.12
O 3.66237 -2.38139 3.39610 -0.06
C -1.86638 0.09925 2.84048 0.03
C 0.63808 -0.82817 -4.21548 -0.03
C 1.66962 3.10397 3.83581 -0.06
C -0.44790 -4.47194 -2.19242 -0.05
C -1.02359 3.53523 -3.20565 -0.04
C 0.57969 -4.08351 3.55748 -0.05
C -2.26566 -5.29878 -3.75546 -0.05
C 0.36752 6.59020 0.09172 -0.03
C -3.73667 -1.44609 4.12140 0.08
C -3.31489 -0.51529 2.90480 -0.34
C 3.50325 -0.13098 2.92979 -0.06
C -0.45737 -0.96012 -5.31632 -0.49
C 0.33626 -4.01168 2.07252 -0.47
C -0.42024 0.24102 -6.29112 -0.05
C 0.38806 3.91933 -3.80765 -0.46
C 0.29104 2.68074 4.06533 -0.52
C 4.32817 -1.74992 1.11267 -0.03
C 0.81799 -5.05637 1.12765 -0.05
C -0.06214 0.62907 -0.17963 -0.15
C -3.72385 -0.91553 -0.90368 -0.09
C 0.24050 1.95965 5.46807 -0.03
C 1.27442 2.76915 -4.27556 -0.06
C 4.33389 -1.42827 2.64141 -0.45
C -1.14244 -4.33276 -3.51636 -0.52
C -0.08715 5.51568 1.14923 -0.47
C 0.41558 4.16739 0.70467 -0.06
H 0.58522 0.54388 -6.58341 0.07
H 1.56160 -5.66606 1.64090 0.09
H -3.27536 -2.43112 4.05067 0.11
H -2.32991 -5.74596 -4.74743 0.09
H -3.53563 -1.09691 2.00976 0.15
H -1.05572 -4.60782 -1.29788 0.08
H -3.45435 -0.91208 5.02873 0.11
H -2.01861 -6.23421 -3.25344 0.08
H 0.01680 -4.95653 3.88777 0.08
H -3.70606 -2.00117 -0.99940 0.08
H -1.73218 0.74179 3.71068 0.07
H -0.33503 -2.82530 -5.54174 0.05
H -1.65809 4.32357 -2.80063 0.07
H -0.75433 2.79994 -2.44741 0.05
H 1.83569 2.91019 2.77611 0.06
H 1.61652 2.13235 -3.45974 0.07
H -3.60257 -0.44471 0.07188 0.04
H 1.33765 -4.71148 0.23372 0.08
H -1.64423 3.09000 -3.98325 0.07
H 4.64499 -0.97924 0.40997 0.08
H 1.05198 2.25590 -5.21107 0.06
H -4.81026 -1.63240 4.14953 0.11
H -3.73738 1.30514 3.44687 0.16
H -1.20501 -0.76702 2.85600 0.10
H 1.46650 5.50776 2.22434 0.08
H 2.40649 2.45192 4.30481 0.08
H -0.11851 4.61990 3.95048 0.07
H 4.03483 0.74760 2.56427 0.07
H -0.73246 1.51855 5.68455 0.05
H 3.32337 -1.85217 0.70276 0.06
H -1.56841 -3.33069 -3.56651 0.13
H -0.16355 6.46717 -0.85216 0.07
H 0.34374 2.59739 6.34599 0.09
H 1.61835 -4.32944 3.77839 0.08
H 2.18941 3.28823 -4.56097 0.08
H 0.76452 -1.81517 -3.77056 0.06
H 1.89060 -2.75000 1.79335 0.04
H -1.00048 1.18239 -0.21765 0.08
H -1.17305 5.57262 1.22463 0.15
H 1.43437 6.41672 -0.04920 0.08
H 0.16222 -3.61196 -1.91620 0.07
H 3.94673 -2.13939 4.28050 0.10
H -0.02171 3.38334 1.32284 0.06
H -0.85728 1.16810 -5.92016 0.06
H 2.54585 -0.02768 2.41907 0.07
H 1.48454 4.08135 0.89964 0.09
H 1.81182 4.17938 3.94259 0.09
H 0.25752 7.59852 0.49083 0.08
H -0.73703 -3.89411 1.92316 0.12
H 0.69546 1.11661 -0.79319 0.08
H -0.56809 4.25767 -5.47545 0.08
H 5.35736 -1.39802 3.01517 0.14
H 0.99912 4.47056 -3.09290 0.13
H 0.02428 1.98082 3.27346 0.09
H 1.04646 1.22582 5.47114 0.07
H -4.73869 -0.56601 -1.09349 0.08
H 4.98113 -2.60274 0.92710 0.08
H 0.39044 0.68771 0.81023 0.07
H 0.39217 -0.08943 -3.45267 0.05
H -1.88524 -0.52864 -1.37308 -0.01
H 0.09827 -5.49719 -4.38455 0.10
H -1.47833 -1.07107 -4.95104 0.13
H 0.00067 -5.59028 0.64286 0.07
H 0.25339 -5.28183 -2.39333 0.09
H -1.83327 0.77920 1.98919 0.09
H 0.12623 -1.38362 -0.00735 0.06
H 0.18343 -3.16764 3.99593 0.08
H -3.20636 -4.89321 -3.38304 0.08
H -0.95414 -0.20313 -7.13123 0.08
H 1.60596 -0.50656 -4.60002 0.08
H 3.46549 0.12720 3.98809 0.07
H 0.18284 4.06948 -0.35568 0.07



Number 1: E_tot -2451.0880 Ha. Number 2: E_tot -562.2955 Ha. Number 3: E_tot -383.6244 Ha. Number 4: E_tot -4463.1501 Ha. Number 5: E_tot -1785.6569 Ha.